Record 1
{
  "formula": "C21H25CaN3O2",
  "method": "ωB97M-V/def2-TZVPD",
  "symbols": ["Ca", "C", "N", "C", "C", "C", "N", "C", "C", "C", "C", "C", "C", "C", "O", "C", "C", "C", "N", "C", "C", "C", "C", "C", "C", "C", "O", "H", "H", "H", "H", "H", "H", "H", "H", "H", "H", "H", "H", "H", "H", "H", "H", "H", "H", "H", "H", "H", "H", "H", "H", "H"],
  "coordinates": [[-0.347275, -0.165390, -0.466587], [-2.451662, 1.336036, 1.684382], [-1.212977, 0.559350, 1.778055], [-1.454465, -0.675524, 2.555061], [-2.302162, -1.731282, 1.837068], [-1.466479, -2.895335, 1.316785], [-0.515332, -2.446973, 0.305265], [-0.094833, -3.332266, -0.524967], [0.901905, -3.202506, -1.564835], [1.081662, -4.346259, -2.369493], [2.030576, -4.400146, -3.358067], [2.851592, -3.281430, -3.550383], [2.718481, -2.151643, -2.783972], [1.731784, -2.054510, -1.768300], [1.617797, -0.971901, -1.073003], [-0.168364, 1.329979, 2.485614], [0.144808, 2.717263, 1.935169], [0.797177, 2.760616, 0.555092], [-0.075940, 2.220301, -0.474599], [-0.565258, 3.037304, -1.332235], [-1.498754, 2.763412, -2.404361], [-1.839726, 3.868834, -3.206278], [-2.716177, 3.766137, -4.258780], [-3.279630, 2.513762, -4.529930], [-2.976968, 1.410752, -3.769765], [-2.080160, 1.484104, -2.674463], [-1.817065, 0.432603, -1.976499], [-2.742691, 1.736321, 2.666074], [-3.257600, 0.705119, 1.315692], [-2.333140, 2.154864, 0.978590], [-1.896764, -0.391076, 3.521161], [-0.475248, -1.109181, 2.774970], [-2.843212, -1.285749, 0.996312], [-3.064748, -2.116250, 2.514667], [-2.117411, -3.683600, 0.922471], [-0.904134, -3.321962, 2.155374], [-0.527972, -4.338859, -0.450873], [0.441420, -5.202403, -2.184253], [2.152385, -5.283298, -3.969390], [3.613632, -3.305129, -4.321181], [3.355082, -1.289730, -2.933796], [0.746541, 0.727044, 2.477745], [-0.466105, 1.422730, 3.541517], [0.835277, 3.179823, 2.645646], [-0.751249, 3.341479, 1.935350], [1.722931, 2.175138, 0.576132], [1.074434, 3.795561, 0.316490], [-0.264294, 4.091948, -1.264708], [-1.383265, 4.825333, -2.972952], [-2.964169, 4.626254, -4.864825], [-3.970767, 2.406171, -5.358189], [-3.411450, 0.442696, -3.982762]],
  "forces_ev_per_angstrom": [[0.1, 0.1, -0.4], [0.0, 0.0, -0.1], [0.0, -0.1, 0.2], [0.1, 0.1, 0.0], [0.0, 0.0, -0.1], [0.0, 0.0, 0.0], [-0.1, 0.0, 0.0], [0.1, 0.0, 0.0], [-0.1, -0.1, 0.0], [0.1, 0.0, 0.0], [-0.1, -0.1, 0.0], [0.1, 0.2, 0.0], [0.0, -0.1, 0.0], [0.0, 0.2, 0.2], [-0.1, -0.1, -0.1], [0.0, -0.1, -0.1], [0.0, 0.0, 0.1], [0.0, 0.1, -0.1], [0.0, 0.1, 0.0], [0.0, -0.1, 0.0], [0.0, 0.1, 0.0], [0.0, 0.0, 0.0], [0.1, 0.1, 0.0], [-0.1, -0.1, 0.0], [0.0, 0.1, 0.0], [0.1, 0.0, 0.1], [0.0, 0.0, 0.1], [0.0, 0.0, 0.0], [0.0, 0.0, 0.0], [0.0, 0.0, 0.0], [-0.1, -0.1, 0.0], [0.0, 0.0, 0.0], [0.0, 0.0, 0.0], [0.0, 0.0, 0.0], [0.0, 0.0, 0.0], [0.0, 0.0, 0.0], [0.1, 0.0, 0.0], [0.0, 0.0, 0.0], [0.0, 0.0, 0.0], [0.0, 0.0, 0.0], [0.0, 0.0, 0.0], [0.0, 0.0, 0.0], [0.0, 0.1, 0.0], [0.0, 0.0, 0.0], [0.0, 0.0, 0.0], [0.0, 0.0, 0.0], [0.0, 0.0, 0.1], [0.0, 0.0, 0.0], [0.0, 0.0, 0.0], [0.0, 0.0, 0.0], [0.0, 0.0, 0.0], [0.0, 0.0, 0.0]],
  "lowdin_charge": [1.432, -0.073, -0.309, -0.210, -0.172, -0.238, -0.082, -0.111, -0.148, -0.067, -0.111, -0.091, -0.022, -0.393, -0.254, -0.207, -0.173, -0.224, -0.084, -0.104, -0.145, -0.069, -0.113, -0.093, -0.025, -0.387, -0.257, 0.102, 0.086, 0.079, 0.123, 0.119, 0.105, 0.115, 0.116, 0.122, 0.123, 0.104, 0.093, 0.101, 0.110, 0.127, 0.124, 0.118, 0.108, 0.120, 0.112, 0.121, 0.104, 0.093, 0.101, 0.109],
  "relative_energy_ev": 0.000,
  "homo_lumo_gap_ha": 0.292,
  "e_lumo_ev": 0.546
}


Record 2
{
  "formula": "C21H25Cl4O5",
  "method": "ωB97M-V/def2-TZVPD",
  "symbols": ["Cl", "C", "C", "Cl", "C", "O", "C", "O", "C", "Cl", "C", "Cl", "C", "C", "O", "C", "C", "C", "O", "C", "C", "C", "C", "C", "C", "C", "C", "C", "C", "O", "H", "H", "H", "H", "H", "H", "H", "H", "H", "H", "H", "H", "H", "H", "H", "H", "H", "H", "H", "H", "H", "H", "H", "H", "H"],
  "coordinates": [[3.832906, -2.224130, -1.656094], [3.694957, -1.226780, -0.235132], [4.204630, 0.075626, -0.249225], [4.188869, 1.082217, -1.645461], [4.846771, 0.690555, 0.920841], [5.147182, 1.886509, 1.036369], [5.145724, -0.289636, 2.071798], [6.056490, -0.093366, 2.868200], [4.204753, -1.415768, 2.136777], [3.973864, -2.175104, 3.626520], [3.637802, -1.951221, 1.000681], [2.880024, -3.474292, 1.062124], [1.387034, -0.654412, -4.439200], [1.588893, -0.489087, -2.966062], [0.322360, -0.410880, -2.292110], [0.341385, -0.379724, -0.909217], [-0.735792, -1.218233, -0.428265], [-1.117516, -1.252803, 0.964660], [-2.315647, -1.470528, 1.259706], [-0.099747, -1.070729, 2.083586], [-0.262480, 0.191976, 2.951420], [-1.682758, 0.814342, 3.142826], [-1.956382, 2.028146, 2.212505], [-3.296568, 2.047127, 1.449640], [-3.170219, 2.524622, 0.004604], [-2.429413, 1.561939, -0.946546], [-3.225872, 0.301782, -1.325184], [-2.493609, -0.690772, -2.233738], [-1.690489, -1.748518, -1.455197], [1.132092, 0.311847, -0.259743], [2.368653, -0.661782, -4.930007], [0.903407, -1.620935, -4.638883], [0.790216, 0.170946, -4.845466], [2.132512, -1.364150, -2.589003], [2.181641, 0.395776, -2.728180], [-0.158078, -1.969532, 2.719223], [0.900684, -1.068312, 1.626617], [0.124317, -0.054030, 3.953609], [0.403728, 0.968353, 2.541913], [-2.434093, 0.021053, 3.017876], [-1.735967, 1.171664, 4.189563], [-1.913795, 2.943566, 2.827751], [-1.126967, 2.115810, 1.494269], [-3.769100, 1.057592, 1.481056], [-3.988913, 2.733006, 1.957969], [-4.174050, 2.684325, -0.399128], [-2.663581, 3.500312, -0.024006], [-2.169823, 2.118548, -1.866433], [-1.459736, 1.266290, -0.510993], [-3.537794, -0.216464, -0.412189], [-4.131755, 0.655390, -1.829198], [-3.243219, -1.226353, -2.839838], [-1.823039, -0.140445, -2.903422], [-1.152072, -2.425078, -2.137601], [-2.432416, -2.336255, -0.906585]],
  "forces_ev_per_angstrom": [[0.0, 0.2, 0.6], [2.7, 2.0, -1.3], [-1.1, -1.2, -0.9], [0.5, -0.4, 0.4], [0.3, 2.2, 0.8], [-0.5, -2.8, -0.5], [0.9, 0.9, 1.0], [-1.5, -0.4, -1.2], [-0.6, -1.2, -1.2], [0.2, -0.2, 0.7], [0.6, 0.6, 2.3], [-0.3, 0.1, -0.2], [-0.2, -0.1, -0.3], [-0.3, 0.2, 1.0], [1.0, 0.2, -0.9], [-1.5, -1.6, 1.2], [1.2, 1.2, 0.3], [-0.8, 0.2, -1.0], [0.6, -0.3, 0.5], [0.2, -0.2, -0.3], [0.0, 0.4, 0.4], [0.3, -0.1, 0.2], [0.1, 0.0, 0.1], [-0.1, 0.0, 0.2], [0.2, -0.3, -0.4], [0.5, 0.0, 0.0], [-0.1, 0.4, 0.2], [0.0, -0.1, -0.1], [-0.5, -0.2, 0.2], [0.6, 0.0, -0.6], [-0.2, 0.0, 0.0], [0.0, 0.3, -0.1], [0.1, -0.3, 0.0], [-0.6, 0.6, -0.3], [-0.2, -0.1, -0.2], [-0.2, 0.2, -0.2], [-0.2, 0.1, 0.3], [0.0, 0.1, -0.3], [-0.2, -0.2, 0.1], [0.2, 0.3, 0.0], [-0.1, -0.2, -0.4], [0.1, -0.2, -0.2], [-0.2, -0.1, 0.1], [0.2, 0.1, -0.1], [0.0, -0.2, 0.0], [-0.1, 0.1, 0.0], [-0.1, -0.1, 0.1], [-0.1, -0.2, 0.2], [-0.4, 0.2, -0.1], [0.0, 0.0, -0.1], [-0.1, -0.1, 0.0], [0.2, 0.2, 0.0], [-0.2, -0.1, 0.0], [-0.3, 0.2, 0.0], [0.1, -0.2, 0.0]],
  "lowdin_charge": [0.769, -0.611, -0.572, 0.798, -0.308, 0.107, -0.317, 0.116, -0.638, 0.751, -0.718, 0.748, -0.073, -0.306, -0.082, -0.483, -0.133, -0.379, -0.039, -0.128, -0.185, -0.191, -0.193, -0.213, -0.222, -0.197, -0.201, -0.197, -0.178, 0.012, 0.074, 0.080, 0.080, 0.008, 0.041, 0.116, 0.075, 0.094, 0.100, 0.092, 0.095, 0.101, 0.100, 0.101, 0.097, 0.097, 0.105, 0.113, 0.093, 0.097, 0.100, 0.099, 0.094, 0.105, 0.104],
  "relative_energy_ev": 1.371,
  "charge": -1,
  "homo_lumo_gap_ha": 0.125,
  "e_lumo_ev": -0.225
}


Record 3
{
  "formula": "C21H25ClKN5O5",
  "method": "ωB97M-V/def2-TZVPD",
  "symbols": ["K", "O", "C", "O", "C", "C", "N", "N", "C", "C", "O", "O", "H", "H", "H", "C", "C", "C", "C", "C", "O", "C", "C", "C", "C", "C", "C", "Cl", "C", "C", "C", "N", "C", "N", "C", "N", "H", "H", "H", "H", "H", "H", "H", "H", "H", "H", "H", "H", "H", "H", "H", "H", "H", "H", "H", "H", "H", "H"],
  "coordinates": [[1.934702, -2.094456, 2.765108], [1.020824, -7.770673, 3.444933], [0.493005, -7.512815, 2.248883], [-0.255874, -8.273009, 1.687587], [0.900024, -6.234891, 1.609579], [0.831400, -6.028798, 0.252969], [1.299459, -4.793907, 0.022708], [1.668995, -4.154945, 1.160892], [1.420875, -5.037428, 2.129256], [1.697865, -4.761813, 3.598597], [2.307292, -5.675585, 4.168792], [1.288768, -3.678613, 4.079556], [1.590401, -7.003829, 3.739152], [0.492296, -6.678323, -0.533138], [1.436311, -4.340431, -0.877121], [1.663101, 4.577615, -0.243833], [0.274110, 4.422528, -0.874915], [0.453687, 4.607109, -2.385900], [-0.627028, 5.547351, -0.353374], [-0.329754, 3.001275, -0.550851], [0.655630, 2.001573, -0.835821], [-1.606765, 2.740657, -1.352321], [-2.333778, 1.401184, -1.189253], [-1.569552, 0.179066, -1.637760], [-1.013323, 0.069792, -2.911626], [-0.265322, -1.043224, -3.274332], [-0.092394, -2.065188, -2.353331], [0.864203, -3.462910, -2.782993], [-0.672616, -2.003426, -1.102351], [-1.405458, -0.881151, -0.761178], [-0.574965, 2.901717, 0.963324], [-0.530362, 1.546143, 1.487000], [0.482931, 0.686465, 1.499883], [0.158442, -0.414406, 2.153410], [-1.112534, -0.139764, 2.557230], [-1.576146, 1.024248, 2.172158], [2.091415, 5.528435, -0.560443], [2.334473, 3.783470, -0.559172], [1.643574, 4.596872, 0.844695], [0.971324, 5.547851, -2.573357], [-0.490450, 4.653177, -2.923499], [1.067191, 3.818844, -2.825147], [-0.173948, 6.512984, -0.578152], [-0.759015, 5.506252, 0.727178], [-1.612353, 5.540284, -0.817484], [0.647379, 1.792214, -1.775133], [-1.358394, 2.864597, -2.407138], [-2.322703, 3.533243, -1.125551], [-3.253741, 1.481717, -1.777367], [-2.656100, 1.250498, -0.155177], [-1.155466, 0.861407, -3.637668], [0.174734, -1.122455, -4.257851], [-0.556931, -2.815178, -0.398784], [-1.862041, -0.830747, 0.215145], [-1.559190, 3.285688, 1.232346], [0.164557, 3.487998, 1.501878], [1.408382, 0.892367, 0.999312], [-1.711146, -0.826654, 3.130446]],
  "forces_ev_per_angstrom": [[1.4, 1.8, -1.2], [-0.4, -0.1, -0.6], [0.2, -0.1, 0.6], [0.0, -0.1, -0.1], [-0.1, -0.3, -0.2], [0.1, 0.2, 0.0], [0.3, 0.2, 0.0], [-0.3, -0.6, -0.1], [0.1, 0.2, 0.0], [-0.4, 0.2, 0.0], [0.3, -0.2, 0.5], [-0.4, -1.8, 1.1], [0.2, -0.1, 0.1], [0.0, 0.0, 0.0], [-0.1, -0.2, 0.5], [0.0, 0.0, 0.0], [-0.1, 0.0, 0.0], [0.0, 0.0, 0.0], [0.0, 0.0, 0.0], [0.3, 0.0, -0.1], [0.0, 0.2, -0.1], [0.0, 0.0, -0.2], [-0.1, 0.0, 0.1], [0.0, 0.1, 0.0], [0.1, 0.0, 0.0], [0.0, 0.0, 0.1], [0.0, 0.1, 0.0], [-0.1, 0.2, -0.5], [0.0, -0.1, 0.0], [0.0, 0.0, 0.0], [-0.2, -0.1, 0.2], [-0.2, 0.1, 0.0], [0.2, -0.2, -0.1], [-0.6, 0.8, 0.0], [-0.1, -0.2, 0.0], [0.1, 0.1, 0.0], [0.0, 0.0, 0.0], [0.0, -0.1, 0.0], [0.0, 0.0, 0.1], [0.0, 0.0, 0.0], [-0.1, 0.0, 0.0], [0.0, -0.1, 0.0], [0.0, 0.0, 0.0], [0.0, 0.0, 0.1], [0.0, 0.0, 0.0], [-0.1, 0.0, 0.0], [0.0, 0.0, -0.1], [0.0, 0.0, 0.0], [0.0, 0.0, 0.0], [0.0, 0.1, -0.1], [0.0, 0.0, 0.0], [0.0, 0.0, 0.0], [0.0, 0.0, 0.0], [0.0, 0.0, 0.1], [0.1, 0.0, -0.1], [0.0, 0.0, 0.0], [0.1, 0.0, 0.0], [0.0, 0.0, 0.1]],
  "lowdin_charge": [0.945, 0.117, -0.499, 0.092, -0.065, -0.005, -0.028, 0.015, -0.163, -0.643, 0.028, -0.217, 0.050, 0.139, 0.026, -0.043, -0.520, -0.045, -0.038, -0.418, -0.018, -0.110, -0.116, -0.220, -0.041, -0.091, -0.621, 0.727, -0.077, -0.032, -0.036, -0.093, -0.151, -0.024, -0.215, 0.117, 0.089, 0.087, 0.078, 0.090, 0.081, 0.091, 0.092, 0.084, 0.083, 0.098, 0.104, 0.123, 0.128, 0.102, 0.119, 0.107, 0.102, 0.100, 0.142, 0.119, 0.136, 0.121],
  "relative_energy_ev": 0.203,
  "homo_lumo_gap_ha": 0.321,
  "e_lumo_ev": -0.299
}


Record 4
{
  "formula": "C21H25ClMnN10",
  "method": "ωB97M-V/def2-TZVPD",
  "symbols": ["Mn", "N", "C", "N", "N", "N", "N", "C", "N", "N", "N", "N", "H", "C", "C", "C", "C", "C", "C", "C", "C", "N", "C", "C", "C", "C", "H", "H", "H", "H", "H", "H", "H", "H", "H", "H", "H", "H", "H", "H", "H", "H", "H", "H", "Cl", "C", "C", "C", "C", "C", "C", "C", "H", "H", "H", "H", "H", "H"],
  "coordinates": [[-0.977032, 0.679762, 0.819177], [-1.938382, 2.892254, 3.319905], [-1.773540, 1.576163, 3.703577], [-2.035796, 1.182862, 4.941701], [-1.718108, -0.124503, 4.952390], [-1.295973, -0.497542, 3.795016], [-1.309804, 0.564659, 2.959236], [-2.025926, 3.398797, 2.039454], [-2.464203, 4.629328, 1.809592], [-2.368324, 4.775180, 0.475905], [-1.903076, 3.703449, -0.064379], [-1.665025, 2.790055, 0.903846], [-2.389474, 3.462161, 4.014456], [-0.063599, -4.165349, -0.817157], [1.015032, -3.132893, -0.610136], [2.359359, -3.489345, -0.762199], [3.334276, -2.522662, -0.572760], [4.793817, -2.885887, -0.712326], [2.993268, -1.219398, -0.239275], [1.644522, -0.799392, -0.064490], [0.682036, -1.839755, -0.281266], [1.172617, 0.416631, 0.292098], [1.973260, 1.637441, 0.488206], [3.507884, 1.546960, 0.440845], [1.565059, 2.655993, -0.596441], [1.636953, 2.223297, 1.874822], [0.367735, -5.147413, -1.021867], [-0.704219, -3.886640, -1.654402], [-0.699668, -4.246631, 0.067020], [2.634806, -4.508076, -1.017900], [4.903306, -3.931877, -1.004099], [5.324710, -2.739058, 0.231859], [5.283674, -2.266540, -1.468036], [3.816154, -0.539839, -0.098012], [-0.365935, -1.569157, -0.172065], [3.875449, 1.227925, -0.534662], [3.895962, 0.883934, 1.215722], [3.903985, 2.548251, 0.629484], [1.980687, 2.361286, -1.563385], [1.915899, 3.662096, -0.345949], [0.481836, 2.686507, -0.689875], [1.819181, 1.469965, 2.643006], [0.590917, 2.518975, 1.920147], [2.245496, 3.106879, 2.088557], [-3.190284, -1.288078, -5.780650], [-3.151844, -0.971389, -4.052967], [-3.111209, -2.029497, -3.161638], [-3.067532, -1.774501, -1.803022], [-3.047408, -0.462550, -1.278144], [-2.947904, -0.197985, 0.135820], [-3.130105, 0.581923, -2.231309], [-3.171912, 0.336577, -3.588278], [-3.128604, -3.047684, -3.531492], [-3.046909, -2.605258, -1.106565], [-3.142421, -1.062508, 0.771172], [-3.525397, 0.670403, 0.457717], [-3.136768, 1.605805, -1.871243], [-3.221520, 1.155877, -4.294723]],
  "forces_ev_per_angstrom": [[0.2, -0.1, -0.2], [0.0, 0.1, 0.0], [0.1, -0.6, 0.1], [0.0, 0.2, 0.0], [0.0, -0.1, 0.0], [0.0, -0.1, 0.0], [-0.1, 0.7, -0.1], [0.0, 0.1, -0.5], [0.0, 0.0, 0.2], [0.0, 0.0, -0.1], [0.0, 0.0, -0.1], [0.1, -0.3, 0.6], [0.0, 0.0, 0.0], [0.0, 0.1, 0.0], [0.0, 0.0, 0.0], [0.0, -0.1, 0.0], [-0.1, -0.1, 0.0], [-0.1, 0.0, 0.0], [0.2, -0.1, 0.0], [-0.1, -0.2, 0.0], [0.1, 0.2, 0.1], [-0.5, 0.2, 0.2], [0.1, 0.2, -0.1], [0.0, 0.1, 0.0], [0.0, -0.2, 0.1], [0.0, -0.2, -0.2], [0.0, 0.0, 0.0], [-0.1, 0.0, 0.0], [0.0, 0.0, 0.0], [0.0, 0.0, 0.0], [0.0, 0.0, 0.0], [0.0, 0.0, 0.0], [0.0, 0.0, 0.0], [-0.2, -0.3, 0.0], [-0.1, -0.1, 0.0], [0.0, 0.1, 0.0], [0.0, 0.1, 0.0], [0.0, 0.0, 0.0], [0.0, 0.0, 0.0], [0.0, 0.0, 0.0], [-0.1, 0.1, 0.0], [0.0, 0.0, 0.0], [0.0, 0.0, 0.1], [0.0, 0.0, 0.0], [0.0, 0.0, -0.1], [0.0, 0.0, 0.1], [0.0, 0.0, -0.1], [0.1, 0.2, 0.1], [-0.2, -0.1, -0.4], [0.5, 0.1, 0.2], [0.0, -0.1, 0.2], [0.0, -0.1, -0.1], [0.0, 0.0, 0.0], [0.0, 0.0, 0.0], [-0.1, 0.0, 0.0], [0.0, 0.0, 0.0], [0.0, 0.0, 0.0], [0.0, 0.0, 0.0]],
  "mulliken_spin": [4.776, 0.006, 0.013, 0.000, 0.009, -0.005, 0.019, 0.032, 0.000, 0.009, 0.005, 0.013, 0.000, 0.000, 0.040, 0.011, -0.006, -0.001, -0.018, 0.035, 0.175, 0.015, -0.055, -0.001, 0.007, 0.030, 0.000, -0.001, -0.001, 0.001, 0.000, 0.000, 0.000, 0.004, -0.134, 0.000, 0.000, 0.000, 0.004, 0.000, 0.003, -0.003, -0.017, 0.002, 0.001, 0.014, -0.006, 0.009, -0.155, 0.146, 0.017, 0.002, 0.000, 0.002, 0.016, -0.013, 0.000, 0.000],
  "charge": -2,
  "homo_lumo_gap_ha": [0.212, 0.219],
  "e_lumo_ev": [4.367, 4.366],
  "spin_multiplicity": 6
}